Formula: C3H28NO9S2
Source: OMol25
Level of theory: wB97M-V/def2-TZVPD

Properties
Orbital gap ... 9.303 eV
2S+1 ... 1
HOMO level ... -11.6696 eV
Total charge ... +1

Last column: Löwdin charge in e.
Atoms and positions in Å:
N: 1.050468 -0.406117 1.063398  0.137
C: 0.025772 -1.422786 1.322595  -0.236
C: -1.276428 -1.174871 0.593013  -0.456
S: -1.113310 -0.409703 -1.109706  0.448
S: -0.425586 -1.600504 -2.471651  0.399
C: -1.738946 -2.597703 -3.255667  -0.430
H: 1.416727 -0.231952 0.123555  0.126
H: 2.009017 -0.663956 1.330037  0.132
H: 0.663145 0.478588 1.421521  0.118
H: -0.233853 -1.360796 2.390574  0.122
H: 0.420467 -2.413658 1.564600  0.125
H: -2.093509 -1.863822 0.442767  0.056
H: -1.739919 -0.369210 1.169336  0.066
H: -1.950239 -3.431611 -2.585255  0.026
H: -1.397203 -2.896967 -4.240043  0.033
H: -2.733921 -2.172413 -3.401963  0.044
H: -3.862886 -1.158844 2.476294  0.059
H: -3.412836 -2.496981 3.174363  0.043
O: -3.350136 -1.965810 2.376018  -0.064
H: -1.324234 3.582701 -2.740544  0.068
H: -0.344949 2.382736 -3.014354  0.054
O: -0.489367 3.175457 -2.492565  -0.044
H: 5.416017 -0.473641 -1.311353  0.030
H: 5.369847 1.076584 -1.653521  0.045
O: 4.919026 0.341554 -1.233644  -0.053
H: -1.023889 3.062412 0.586485  0.015
H: -2.455880 3.592555 1.311793  0.054
O: -1.919092 2.920349 0.895917  -0.057
H: -1.436636 -4.367812 3.549399  0.062
H: -1.725789 -3.674523 2.334626  0.044
O: -1.313570 -3.479521 3.190429  -0.053
H: 0.454856 4.204468 -1.338668  0.001
H: 1.661369 5.029934 -0.779744  0.051
O: 1.038833 4.328279 -0.567660  -0.065
H: -0.336660 3.117579 2.374447  0.025
H: -0.717742 1.739447 3.006331  0.047
O: 0.003450 2.274134 2.663464  -0.060
H: 2.192199 3.133624 1.065542  0.040
H: 2.304479 2.155387 0.205599  0.051
O: 2.103753 2.170375 1.165414  -0.088
H: 2.955979 -2.273434 -0.268951  0.064
H: 4.289048 -1.529342 0.310824  0.048
O: 3.363447 -1.747575 0.418386  -0.025

Forces on atoms 1 to 3 (eV/Å):
N 0.5 0.5 -0.3
C -0.5 -1.8 2.0
C 0.1 1.2 -1.6

=====

Formula: C7H12N2O6
Source: OMol25
Level of theory: wB97M-V/def2-TZVPD

Properties
SMILES string ... N[C@@H](CO)C(=O)N[C@@H](CC(=O)O)C(=O)O
ΔE to the lowest compared entry with this formula, charge and spin ... 53.9 kcal/mol
Orbital gap ... 10.315 eV
2S+1 ... 1
HOMO level ... -10.0598 eV

Last column: Löwdin charge in e.
Atoms and positions in Å:
C: 2.381578 -0.340850 0.503777  -0.245
C: 0.957099 -0.650396 -0.028895  -0.547
C: 2.974734 0.826211 -0.532717  -0.156
C: -1.250064 0.431399 -0.029210  -0.164
C: -1.590924 1.922881 0.188029  -0.447
C: -2.166425 -0.661048 0.472320  -0.029
C: -3.464087 -0.892114 -0.148873  -0.537
H: 3.031944 -2.143767 1.102995  0.097
H: 3.049207 -1.884222 -0.485667  0.087
H: 2.567595 0.040510 1.460091  0.118
H: 2.527183 0.661513 -1.544406  0.122
H: 2.507208 1.734269 -0.259215  0.081
H: 4.668157 -0.070924 -0.302786  0.054
H: 0.511279 1.223293 0.878135  0.175
H: -1.190358 0.415979 -1.176325  0.189
H: -2.501230 -0.211209 1.409500  0.159
H: -1.600418 -1.501056 0.720425  0.119
H: -5.040183 -1.986803 -0.329790  0.210
H: -3.314655 1.972091 -0.967467  0.132
N: 3.341076 -1.450678 0.399484  0.025
N: 0.191237 0.334217 0.377615  0.113
O: 0.740996 -1.553472 -0.758709  0.119
O: 4.430087 0.805717 -0.650747  -0.081
O: -0.970725 2.616828 0.865924  0.165
O: -3.996491 -0.219322 -0.950106  0.130
O: -4.150204 -2.010615 0.286357  0.053
O: -2.643603 2.591556 -0.499730  0.056

Forces on atoms 1 to 3 (eV/Å):
C 2.6 0.4 -3.3
C 3.9 2.1 2.4
C 0.1 -2.7 -0.7

=====

Formula: C19H13ClN5O8ReS
Source: OMol25
Level of theory: wB97M-V/def2-TZVPD

Properties
Orbital gap (spin up / spin down) ... 7.972 / 7.386 eV
2S+1 ... 4
HOMO level (spin up / spin down) ... -11.5503 / -12.1730 eV
<S²> ... 3.776
Total charge ... +1

Last column: Löwdin charge in e.
Atoms and positions in Å:
Re: -0.134480 -1.172100 -0.738690  1.682
O: -2.052829 -1.124051 -1.709811  -0.159
C: -3.028261 -0.538030 -0.781432  -0.090
C: -2.791750 -1.086694 0.596744  -0.237
C: -3.773321 -1.188315 1.556550  0.023
C: -3.419813 -1.621138 2.826776  -0.002
C: -2.101670 -1.958139 3.095291  -0.011
C: -1.171694 -1.857541 2.083956  -0.060
N: -1.519567 -1.427916 0.860174  -0.037
H: -2.324208 -2.017984 -1.971683  0.131
H: -4.034536 -0.726815 -1.142503  0.148
H: -2.828236 0.528751 -0.786973  0.105
H: -4.792923 -0.915557 1.317691  0.136
H: -4.172433 -1.703789 3.600223  0.128
H: -1.792345 -2.300156 4.071994  0.125
H: -0.131366 -2.119959 2.224122  0.128
O: 3.459635 -0.109221 0.253679  0.165
C: 2.285177 -0.076649 0.460496  -0.485
O: 1.515653 -1.192592 0.244068  -0.223
C: 1.584372 1.111379 1.035150  -0.050
C: 2.265748 1.878249 1.963602  0.098
C: 1.629123 2.963640 2.525584  -0.106
C: 0.338444 3.301302 2.193320  0.100
C: -0.326491 2.527510 1.263105  -0.038
C: 0.286220 1.445292 0.634477  -0.233
O: -0.300367 0.780278 -0.365258  -0.221
N: -1.736893 2.883812 0.996993  -0.314
O: -2.496140 1.985739 0.667068  0.061
O: -2.079420 4.017812 1.225289  0.129
N: 2.342577 3.778786 3.530692  -0.348
O: 1.754873 4.735400 3.986391  0.102
O: 3.499615 3.493858 3.749995  0.104
H: 3.283220 1.632037 2.237968  0.147
H: -0.151758 4.146476 2.653331  0.142
Cl: 4.449259 -2.017346 -3.969306  0.764
C: 2.982975 -1.153882 -3.763295  -0.628
C: 2.580207 -0.192590 -4.674027  -0.038
C: 1.390320 0.482507 -4.452763  -0.015
C: 0.642950 0.177770 -3.338587  -0.089
N: 1.041224 -0.769646 -2.467928  -0.090
C: 2.197397 -1.425089 -2.664506  -0.119
H: 3.197294 0.025895 -5.536074  0.127
H: 1.047882 1.247485 -5.134716  0.125
H: -0.281798 0.691780 -3.114158  0.118
H: 2.493505 -2.152054 -1.921899  0.118
S: 0.880570 -5.685299 -1.111958  0.755
C: 0.350484 -4.218159 -1.101743  -0.911
N: -0.056427 -3.085046 -1.107418  -0.155

Forces on atoms 1 to 3 (eV/Å):
Re -0.1 0.3 -0.1
O -0.2 0.1 0.2
C 0.0 -0.2 -0.2

=====

Formula: C23H29GeN11OS2Zr
Source: OMol25
Level of theory: wB97M-V/def2-TZVPD

Properties
ΔE to the lowest compared entry with this formula, charge and spin ... 39.8 kcal/mol
Orbital gap (spin up / spin down) ... 4.614 / 4.612 eV
2S+1 ... 1
HOMO level (spin up / spin down) ... -5.4728 / -5.4712 eV

Last column: Löwdin charge in e.
Atoms and positions in Å:
Zr: -0.006729 -0.330318 0.033892  1.490
C: 3.500700 -2.804640 0.906003  -0.022
C: 2.483872 -1.907339 0.258994  -0.319
N: 1.778131 -1.012517 0.998146  -0.282
N: 2.209457 -0.656566 2.252198  -0.023
C: 1.993613 0.610866 2.621889  -0.847
N: 2.341332 1.034913 3.865984  0.089
S: 1.383538 1.684810 1.478030  0.729
C: 2.216776 -1.849207 -1.115051  -0.254
C: 2.731755 -2.756232 -2.085795  -0.034
C: 2.577246 -2.506488 -3.414720  -0.090
C: 1.879695 -1.344713 -3.817922  -0.078
C: 1.321060 -0.551631 -2.850521  -0.169
N: 1.425827 -0.763972 -1.526389  -0.095
H: 4.155644 -2.215480 1.551568  0.078
H: 3.014332 -3.571579 1.511881  0.080
H: 4.116502 -3.291015 0.157723  0.068
H: 2.396645 -1.374321 2.954868  0.154
H: 2.215484 0.385026 4.628497  0.088
H: 2.038069 1.977691 4.061971  0.089
H: 3.228617 -3.653622 -1.751022  0.103
H: 2.976108 -3.181655 -4.157075  0.099
H: 1.759954 -1.107445 -4.863623  0.094
H: 0.770517 0.340255 -3.142174  0.106
C: -2.311821 -2.535466 -3.108700  -0.022
C: -1.719504 -1.465890 -2.238567  -0.269
N: -1.016181 -1.799622 -1.166258  -0.153
N: -0.731679 -3.105048 -1.004145  0.001
C: -0.376835 -3.488242 0.197223  -0.864
N: 0.096578 -4.766931 0.322380  0.073
S: -0.533573 -2.523454 1.606315  0.678
C: -1.852768 -0.068609 -2.487295  -0.210
C: -2.565306 0.475496 -3.576858  -0.003
C: -2.609810 1.835676 -3.740395  -0.041
C: -1.942004 2.659679 -2.832469  -0.024
C: -1.245035 2.076956 -1.788583  -0.328
N: -1.199766 0.753131 -1.613772  0.008
H: -2.715163 -3.318996 -2.468787  0.078
H: -3.101670 -2.148152 -3.741624  0.062
H: -1.544374 -2.994314 -3.732553  0.087
H: -0.098297 -5.371540 -0.462528  0.095
H: 0.001182 -5.181290 1.235713  0.076
H: -3.055021 -0.174588 -4.282098  0.102
H: -3.152132 2.275071 -4.563740  0.112
H: -1.955398 3.731255 -2.946709  0.085
H: -0.894526 2.647626 0.208449  0.047
O: -1.474756 0.379342 1.077296  -0.450
N: -2.234460 0.824687 2.051692  0.067
C: -1.926829 0.526330 3.290573  -0.292
C: -2.768606 0.997681 4.320343  -0.178
N: -3.423134 1.361749 5.190083  0.176
C: -0.801828 -0.201338 3.729383  -0.197
N: 0.153415 -0.732707 4.097451  0.187
C: 0.887298 5.245397 0.677460  -0.227
Ge: -0.214166 4.824318 -0.915064  0.863
C: -1.906596 5.876852 -0.861787  -0.206
C: 0.752607 5.295911 -2.592765  -0.208
C: -0.461841 2.847211 -0.781416  -0.277
H: 1.177145 6.291084 0.708523  0.014
H: 1.784094 4.632846 0.687674  -0.007
H: 0.325272 5.018994 1.578770  0.014
H: -1.674228 6.903217 -1.131465  0.014
H: -2.338035 5.877923 0.133079  0.015
H: -2.655035 5.505361 -1.553459  0.002
H: 0.714856 6.370785 -2.747870  0.013
H: 0.306588 4.813321 -3.457191  0.004
H: 1.795917 4.999924 -2.544035  0.015
H: 0.552761 2.417989 -0.775302  0.015

Forces on atoms 1 to 3 (eV/Å):
Zr 2.2 -0.7 0.7
C -0.4 0.2 -0.2
C 0.3 0.0 -0.2

=====

Formula: C5H13FI2Ta
Source: OMol25
Level of theory: wB97M-V/def2-TZVPD

Properties
Orbital gap ... 7.529 eV
2S+1 ... 1
HOMO level ... -4.9189 eV
Total charge ... -1

Last column: Löwdin charge in e.
Atoms and positions in Å:
C: -1.787950 -1.692269 -3.199619  -0.237
C: -0.824339 -0.904982 -2.327864  -0.996
I: -1.238599 1.213068 -2.581047  0.684
C: -0.756648 -1.207801 -0.839512  -1.030
I: 0.127697 -3.207899 -0.780768  0.619
Ta: 0.424976 0.068484 0.715889  1.101
C: 1.769292 1.291934 2.071903  -0.457
C: 1.136412 2.297032 3.002234  -0.355
F: 0.337292 1.657824 3.987739  -0.133
H: -2.053260 -2.629419 -2.709905  0.030
H: -2.707063 -1.157722 -3.418579  0.033
H: -1.328143 -1.952404 -4.153533  0.070
H: 0.189389 -0.955054 -2.714832  0.018
H: -1.770938 -1.401484 -0.485843  -0.017
H: 1.215253 -1.319022 1.620011  -0.142
H: 1.560133 0.249944 -0.772734  -0.121
H: -0.510102 1.660418 0.668868  -0.130
H: -0.988285 -0.392781 1.805892  -0.137
H: 2.421428 0.639073 2.657934  0.014
H: 2.418792 1.878012 1.403360  0.026
H: 0.489253 2.996339 2.470043  0.071
H: 1.875411 2.868710 3.580363  0.089

Forces on atoms 1 to 3 (eV/Å):
C -0.2 -0.3 -0.2
C 0.6 0.1 0.2
I -0.1 0.2 0.0

=====

Number 1: total energy -45146.209 eV. Number 2: total energy -22717.993 eV. Number 3: total energy -69222.626 eV. Number 4: total energy -122227.024 eV. Number 5: total energy -25862.238 eV.